Below is a single C5H7N3O2 molecule, with properties calculated with ωB97M-V/def2-TZVPD.

CARTESIAN COORDINATES (ANGSTROEM)
H (-1.176, -2.534, 0.266)
N (-0.282, -2.328, -0.171)
C (0.158, -1.166, -0.151)
C (1.483, -0.648, -0.760)
C (1.986, 0.680, -0.196)
N (1.235, 1.537, 0.343)
C (-0.134, 1.491, 0.573)
C (-0.749, 0.110, 0.568)
N (-2.159, -0.017, 0.053)
O (-2.650, -1.089, 0.176)
O (-2.613, 0.990, -0.398)
H (1.255, -0.177, -1.777)
H (2.270, -1.426, -0.761)
H (3.091, 0.774, -0.274)
H (-0.569, 1.901, -0.442)
H (-0.378, 2.187, 1.424)
H (-0.769, -0.284, 1.527)

Summary:
E, eV: -13858.72888
ΔE to the lowest compared entry with this formula, charge and spin, kcal per mole: 125.9
E_LUMO, eV: 0.24
SMILES: [H]/N=C1/CC=NC[C@H]1[N+](=O)[O-]
Orbital gap, eV: 9.85

These are the Löwdin partial charges, in e, on atoms 1 to 5: 0.06 0.16 -0.24 -0.10 -0.17

Below is 2 unconnected molecules or ions with the total composition C5H7N3O2, with properties calculated with ωB97M-V/def2-TZVPD.

CARTESIAN COORDINATES (ANGSTROEM)
O (1.623, 2.030, 1.687)
C (1.515, 1.063, 0.672)
C (0.078, 0.676, 0.464)
C (-0.527, -0.158, -0.462)
N (-1.769, -0.424, 0.071)
C (-1.953, 0.401, 1.113)
N (-0.851, 1.084, 1.376)
C (-0.022, -0.845, -1.655)
N (1.057, -1.620, -1.607)
H (0.740, 2.133, 2.071)
H (1.934, 1.466, -0.266)
H (2.110, 0.173, 0.943)
H (-2.339, -1.226, -0.170)
H (-2.870, 0.417, 1.696)
O (-0.873, -1.557, -2.326)
H (1.876, -1.171, -1.214)
H (0.270, -2.441, -2.393)

Summary:
E, eV: -13861.02042
ΔE to the lowest compared entry with this formula, charge and spin, kcal per mole: 73.0
E_LUMO, eV: -0.06
Orbital gap, eV: 8.99

These are the Löwdin partial charges, in e, on atoms 1 to 5: -0.06 -0.22 -0.21 -0.14 0.12

Below is a single C5H7N3O3S molecule, with properties calculated with ωB97M-V/def2-TZVPD.

CARTESIAN COORDINATES (ANGSTROEM)
C (0.657, -0.960, -0.980)
C (1.890, -1.453, -0.472)
C (-2.057, -0.214, 0.761)
C (0.530, 1.414, -0.523)
C (-1.460, 0.086, -0.632)
N (-0.088, 0.123, -0.593)
N (-1.339, 0.332, 1.744)
N (1.584, 1.662, -1.258)
O (-3.133, -0.718, 1.058)
O (2.308, 2.645, -1.305)
O (1.604, -0.623, 1.941)
S (2.464, -1.520, 1.145)
H (0.250, -1.474, -1.797)
H (2.526, -2.029, -1.098)
H (0.119, 2.226, -0.054)
H (-1.935, 0.986, -0.986)
H (-1.888, -0.801, -1.270)
H (-0.360, 0.313, 1.707)
H (-1.670, 0.005, 2.613)

Summary:
E, eV: -26741.28910
ΔE to the lowest compared entry with this formula, charge and spin, kcal per mole: 111.1
E_LUMO (alpha / beta), eV: -1.61 / -1.23
Orbital gap (alpha / beta), eV: 7.38 / 6.77

These are the Löwdin partial charges, in e, on atoms 1 to 5: -0.11 -0.35 -0.51 -0.06 -0.11

Below is a single C5H7N3O5S molecule, with properties calculated with ωB97M-V/def2-TZVPD.

CARTESIAN COORDINATES (ANGSTROEM)
C (-2.056, -1.768, 0.926)
C (-1.710, -0.483, 0.620)
C (0.139, -1.692, 0.444)
C (2.779, -0.084, 0.096)
C (1.747, 0.393, -0.913)
N (-0.339, -0.463, 0.379)
N (-0.968, -2.493, 0.754)
N (-2.507, 0.657, 0.743)
O (-0.532, 1.218, -1.509)
O (-3.683, 0.396, 0.876)
O (-2.042, 1.789, 0.692)
O (1.203, 2.767, -0.709)
O (1.794, 0.358, -2.115)
S (0.295, 1.329, -0.175)
H (-3.027, -2.239, 1.278)
H (2.609, 0.473, 1.108)
H (3.833, 0.134, -0.378)
H (2.527, -1.122, 0.098)
H (0.661, 3.463, -0.809)
H (-0.756, -3.489, 0.720)
H (0.033, 0.856, -2.127)

Summary:
E, eV: -30833.89810
ΔE to the lowest compared entry with this formula, charge and spin, kcal per mole: 20.2
E_LUMO, eV: -0.44
Orbital gap, eV: 8.43

These are the Löwdin partial charges, in e, on atoms 1 to 5: -0.04 -0.25 -0.10 -0.04 -0.52

Below is a single C5H7N3OS molecule, with properties calculated with ωB97M-V/def2-TZVPD.

CARTESIAN COORDINATES (ANGSTROEM)
N (1.517, -0.281, -1.371)
C (0.910, -1.170, -0.560)
N (-0.177, -0.855, 0.179)
C (-0.833, 0.419, 0.235)
C (-1.301, 0.961, 1.533)
C (-1.654, 2.293, 1.266)
S (-1.570, 2.705, -0.325)
C (-0.967, 1.310, -0.845)
N (1.533, -2.363, -0.320)
O (0.683, -3.419, 0.179)
H (0.803, 0.633, -1.262)
H (2.468, -0.095, -0.981)
H (-1.019, 0.614, 2.528)
H (-1.702, 3.024, 2.251)
H (-0.986, 1.291, -1.952)
H (2.203, -2.534, -1.216)
H (0.092, -2.533, 0.662)

Summary:
E, eV: -22646.76421
ΔE to the lowest compared entry with this formula, charge and spin, kcal per mole: 113.0
E_LUMO, eV: 0.68
SMILES: N/C(=N\c1ccsc1)NO
Orbital gap, eV: 8.80

These are the Löwdin partial charges, in e, on atoms 1 to 5: 0.10 -0.52 0.07 -0.35 -0.10

Below is 2 unconnected molecules or ions with the total composition C5H7N3S, with properties calculated with ωB97M-V/def2-TZVPD.

CARTESIAN COORDINATES (ANGSTROEM)
C (0.030, -1.977, -0.801)
C (0.660, -0.754, -1.056)
C (0.482, -1.067, 1.119)
C (-2.396, 1.470, 0.134)
C (1.744, 0.995, 0.194)
N (-0.011, -2.242, 0.445)
N (0.931, -0.115, 0.099)
N (-1.817, 2.474, -0.238)
S (-3.357, 0.501, 0.894)
H (-0.385, -2.509, -1.631)
H (0.930, -0.304, -2.050)
H (-0.431, -0.587, 1.634)
H (2.104, 1.428, -0.659)
H (1.644, 1.485, 1.124)
H (1.202, -1.450, 1.842)
H (-1.329, 2.651, -1.048)

Summary:
Expectation value of S²: 2.02
E, eV: -20599.49472
ΔE to the lowest compared entry with this formula, charge and spin, kcal per mole: 0.0
E_LUMO (alpha / beta), eV: 0.46 / -0.69
Spin multiplicity: 3
Orbital gap (alpha / beta), eV: 6.43 / 9.00

These are the Löwdin partial charges, in e, on atoms 1 to 5: -0.21 -0.09 -0.20 -0.87 0.06

> Which of these has the highest ΔE to the lowest compared entry with this formula, charge and spin?

number 1